# 1
DFT (the ωB97M-V functional and the def2-TZVPD basis) results for C6H14NO2PS in the gas phase in a non-equilibrium geometry.

Orbital gap = 9.6 eV
Relative energy (zero: lowest compared OMol25 entry of this formula, charge and spin) = 85.0 kJ/mol

Atoms and positions in Å:
C 2.49008 -2.79556 2.61732
C 2.33617 -1.57789 1.71023
S 0.56921 -1.41739 1.41298
P 0.59569 0.11633 0.00963
N 1.61915 1.37374 0.50446
O 1.38756 -0.17366 -1.23073
C -1.16972 0.63743 -0.27283
C -1.84641 -0.00431 -1.47318
C -2.85142 0.98880 -1.90426
C -2.18843 2.30928 -1.59700
O -1.30174 2.04192 -0.50764
H 2.02342 -3.64267 2.11002
H 2.06038 -2.61505 3.61202
H 3.54761 -2.99132 2.73012
H 2.68496 -0.68717 2.24166
H 2.87190 -1.70854 0.75905
H 2.47883 1.16515 0.01025
H 1.24701 2.22791 0.08952
H -1.73480 0.34610 0.62956
H -1.04988 -0.13758 -2.23992
H -2.27573 -0.95114 -1.17876
H -3.15735 0.85204 -2.94667
H -3.70941 0.91615 -1.25951
H -2.99572 3.00970 -1.37800
H -1.63138 2.71776 -2.44830

Atoms 1-3, force components in eV/Å:
C -0.0201 0.1907 -0.3287
C 0.4234 0.1151 0.2609
S -0.9635 0.4405 -0.0905

Results of the natural (NBO) charge analysis, in e, for atoms 1 through 4: -0.61, -0.52, -0.07, 1.82

***

# 2
DFT (the ωB97M-V functional and the def2-TZVPD basis) results for 2 unconnected molecules or ions with the total composition C6H14NO3 in a non-equilibrium geometry.

Orbital gap (alpha / beta) = 6.3 / 6.3 eV
Total charge = -1
Relative energy (zero: lowest compared OMol25 entry of this formula, charge and spin) = 322.1 kJ/mol

Atoms and positions in Å:
C 2.18686 1.38472 0.29662
C -1.44343 0.89801 0.81714
C -2.00285 -0.80415 -0.85760
C 1.47238 0.11554 0.67792
C -0.87484 0.14858 -0.45452
C 0.40989 -0.44885 -0.24442
N 0.90479 -1.39791 -0.97195
O 2.10820 -1.57662 -1.36539
O -0.87224 1.21916 -1.45204
O -0.44016 -1.63978 1.38745
H 2.59996 1.73244 1.25969
H 1.55698 2.11925 -0.03662
H 3.07308 1.36060 -0.32912
H -2.48234 1.02750 0.64755
H -1.27085 0.22910 1.64210
H -0.85216 1.87517 0.92288
H -2.86865 -0.20279 -0.95795
H -2.29911 -1.50605 0.01997
H -1.76352 -1.38027 -1.73598
H 2.22261 -0.73652 0.66025
H 0.97895 0.26090 1.61082
H 0.27410 -2.03633 -1.48944
H -0.39627 1.96539 -1.07023
H -0.22137 -2.60710 1.02287

Atoms 1-3, force components in eV/Å:
C 2.0954 -0.7061 1.9527
C 2.6924 -0.0218 -0.6227
C 0.1577 -1.3378 1.9218

Results of the natural (NBO) charge analysis, in e, for atoms 1 through 4: -0.59, -0.62, -0.63, -0.46

***

# 3
DFT (the ωB97M-V functional and the def2-TZVPD basis) results for C6H14NOP in the gas phase in a non-equilibrium geometry.

Orbital gap = 7.9 eV
Relative energy (zero: lowest compared OMol25 entry of this formula, charge and spin) = 322.5 kJ/mol

Atoms and positions in Å:
C -0.75259 -1.27769 2.27461
P -0.61598 -0.73641 0.09202
C -1.75826 -1.26125 -1.21859
O 0.69387 -1.31814 -0.53780
C 2.01805 -0.83757 -0.23079
C 1.98497 0.64311 0.03692
C 0.81090 1.20293 -0.86157
N -0.43654 0.85981 -0.25789
C -1.08468 1.77300 0.62665
H -0.84749 -2.32975 2.05665
H -1.63527 -0.74628 2.61818
H -1.72912 -0.70847 -2.08289
H -1.27135 -2.19115 -1.45734
H -2.84641 -1.42057 -0.93711
H 2.52696 -0.91529 -1.18921
H 2.37819 -1.50612 0.55771
H 2.84345 1.11115 -0.35471
H 1.86822 0.93028 1.08427
H 0.92595 2.27273 -1.16906
H 0.93119 0.61759 -1.77508
H -1.45934 2.60607 0.02126
H -1.91214 1.13933 1.04393
H -0.63261 2.09272 1.65983

Atoms 1-3, force components in eV/Å:
C 1.5346 1.6222 -3.3592
P -1.9466 -0.7501 3.1769
C -1.3478 -2.0484 2.2444

Results of the natural (NBO) charge analysis, in e, for atoms 1 through 4: -0.89, 1.80, -1.01, -0.84

***

# 4
DFT (the ωB97M-V functional and the def2-TZVPD basis) results for a molecular structure, C6H14NOP in a non-equilibrium geometry.

Orbital gap (alpha / beta) = 5.9 / 7.5 eV
Spin multiplicity = 3
Expectation value of S² = 2.01
Relative energy (zero: lowest compared OMol25 entry of this formula, charge and spin) = 0.0 kJ/mol

Atoms and positions in Å:
C -0.87900 -2.44954 -0.65984
C -0.59076 -1.56344 -1.78043
C -0.42777 -1.91324 0.73673
C 0.72430 1.25607 2.05355
C 0.53118 2.65849 0.20208
C 0.62442 1.20636 0.57954
N -1.16820 -0.26917 -1.50216
O -2.12318 1.26479 0.23794
P -0.98613 0.33757 0.02429
H -1.99533 -2.57519 -0.72863
H -0.47605 -3.44162 -0.89518
H 0.46631 -1.28172 -1.82253
H -0.96241 -1.82788 -2.76685
H -1.07623 -2.28782 1.58088
H 0.67328 -1.99265 1.01011
H 1.22111 0.37739 2.38268
H 1.34070 2.09454 2.21763
H -0.28479 1.33482 2.49790
H 0.00454 3.30851 0.89055
H 0.09024 2.87589 -0.82789
H 1.53922 3.03923 0.04751
H 1.31397 0.72060 -0.04419
H -2.14108 -0.13452 -1.79359

Atoms 1-3, force components in eV/Å:
C -1.3005 -1.3376 1.0586
C 1.2957 2.2599 -0.7639
C 1.2443 -4.7207 0.4615

Results of the natural (NBO) charge analysis, in e, for atoms 1 through 4: -0.49, -0.23, -0.34, -0.61

***

# 5
DFT (the ωB97M-V functional and the def2-TZVPD basis) results for C6H14NPS3 in the gas phase in a non-equilibrium geometry.

Orbital gap = 9.1 eV
Relative energy (zero: lowest compared OMol25 entry of this formula, charge and spin) = 0.0 kJ/mol

Atoms and positions in Å:
N -4.17551 1.48680 -0.20934
P -2.60592 1.30847 -0.74522
S -1.32018 2.70281 -0.94949
S -2.88952 0.31387 -2.72959
S -1.85713 -0.27984 0.39639
C 0.06331 -0.13560 -0.15093
C 0.63067 0.55330 1.09619
C 2.20325 0.69165 1.10496
C 2.75448 -0.77705 0.92707
C 2.20775 -1.57418 -0.23499
C 0.63085 -1.61343 -0.21716
H -4.44118 2.44203 -0.04450
H -4.93770 0.82337 -0.53476
H -4.04170 -0.35314 -2.50978
H 0.01535 0.39231 -1.15320
H 0.33840 -0.04990 1.88526
H 0.17770 1.51392 1.10578
H 2.52986 0.99415 2.09133
H 2.53159 1.40747 0.29434
H 3.86225 -0.72681 0.83823
H 2.44761 -1.26363 1.81711
H 2.58381 -0.99703 -1.15726
H 2.69362 -2.62363 -0.44942
H 0.33483 -2.15181 -1.19740
H 0.26348 -2.08412 0.72638

Atoms 1-3, force components in eV/Å:
N -0.5609 -0.7903 -0.3517
P -0.2815 -2.4248 -1.2316
S -0.5037 0.8473 0.0147

Results of the natural (NBO) charge analysis, in e, for atoms 1 through 4: -1.21, 1.16, -0.51, -0.35

***

# 6
DFT (the ωB97M-V functional and the def2-TZVPD basis) results for 2 unconnected molecules or ions with the total composition C6H14NS in a non-equilibrium geometry.

Orbital gap (alpha / beta) = 7.7 / 7.7 eV
Total charge = +1
Relative energy (zero: lowest compared OMol25 entry of this formula, charge and spin) = 344.5 kJ/mol

Atoms and positions in Å:
C 1.80511 -1.77062 -0.30703
C 0.73207 -1.26212 0.32820
C -2.41449 -0.88346 0.05054
C -1.74053 1.52219 -0.34592
C 2.14061 1.50435 0.20745
C -1.30354 0.17893 0.31263
N -0.03002 -0.24780 -0.19050
S 3.24030 0.25253 0.03501
H 2.26863 -2.66539 0.10572
H 1.92566 -1.69348 -1.31232
H 0.36592 -1.50463 1.32215
H -2.03502 -1.84141 0.29136
H -3.33957 -0.51143 0.46677
H -2.59418 -1.00263 -1.00557
H -1.82832 1.38973 -1.47152
H -0.94936 2.27400 -0.09372
H -2.82383 1.89118 -0.06912
H 1.94409 2.10424 1.09248
H 1.95322 1.98223 -0.69790
H -1.27018 0.36501 1.35709
H 0.11160 -0.31517 -1.30091
H 3.84183 0.23376 1.22513

Atoms 1-3, force components in eV/Å:
C -0.1430 -1.6819 2.8860
C -2.2203 1.1007 0.5475
C 1.0447 1.3568 -0.7703

Results of the natural (NBO) charge analysis, in e, for atoms 1 through 4: -0.51, 0.07, -0.61, -0.62

***

# 7
DFT (the ωB97M-V functional and the def2-TZVPD basis) results for 2 unconnected molecules or ions with the total composition C6H14O in a non-equilibrium geometry.

Orbital gap (alpha / beta) = 2.1 / 9.5 eV
Total charge = -1
Spin multiplicity = 2
Expectation value of S² = 0.75
Relative energy (zero: lowest compared OMol25 entry of this formula, charge and spin) = 77.5 kJ/mol

Atoms and positions in Å:
C 0.67146 0.86389 2.84342
C 0.02083 -0.47157 2.49537
C 0.00114 -0.84662 1.01045
C -1.31184 -0.67514 0.29558
C -1.45122 0.04238 -0.82018
C -2.53387 -0.06750 -1.82903
H 1.61880 0.97277 2.31448
H 0.77996 0.92852 3.92183
H 0.03640 1.70371 2.52897
H -1.00505 -0.56380 2.87348
H 0.57239 -1.22433 3.06281
H 0.14529 -1.93352 0.94230
H 0.77964 -0.31432 0.46206
H -2.16399 -1.01207 0.88926
H -0.66466 0.75963 -1.02067
H -3.54415 -0.27925 -1.44080
H -2.40188 -0.86464 -2.55885
H -2.64659 0.84882 -2.39931
H 4.12153 0.67294 -3.75375
H 4.91158 0.60072 -5.10715
O 4.06426 0.85938 -4.71028

Atoms 1-3, force components in eV/Å:
C -0.9160 0.2150 -0.5422
C 0.0312 -0.4179 0.1940
C -0.4581 0.0560 0.0683

Results of the natural (NBO) charge analysis, in e, for atoms 1 through 4: -0.65, -0.39, -0.55, -0.19

***

# 8
DFT (the ωB97M-V functional and the def2-TZVPD basis) results for 2 unconnected molecules or ions with the total composition C6H14O in a non-equilibrium geometry.

Orbital gap = 10.3 eV
Relative energy (zero: lowest compared OMol25 entry of this formula, charge and spin) = 147.6 kJ/mol

Atoms and positions in Å:
C 0.80896 1.52637 -0.60055
C -0.20024 0.70095 -0.83910
C -0.34541 -0.04444 -2.10277
C -1.36432 0.56918 0.13410
C -1.77015 -0.95675 0.42774
C -0.56228 -1.93616 0.53705
H 1.59418 1.49123 -1.34722
H 0.97960 2.08204 0.32151
H -0.82859 -1.02872 -2.10236
H 0.58788 -0.30553 -2.59954
H -1.02956 0.43492 -2.84471
H -1.03986 1.03069 1.07328
H -2.34426 0.89854 -0.21523
H -2.30074 -0.86211 1.38928
H -2.62492 -1.09108 -0.22926
H 0.21263 -1.49500 1.14791
H -0.95403 -2.84064 1.00303
H -0.19849 -2.20189 -0.45197
O 2.92373 0.49097 1.98357
H 2.61449 0.61555 1.08402
H 2.25302 -0.07153 2.40213

Atoms 1-3, force components in eV/Å:
C 0.7896 -0.6992 -0.1953
C -1.7935 0.3387 0.8092
C -0.6256 -0.9778 -2.1197

Results of the natural (NBO) charge analysis, in e, for atoms 1 through 4: -0.44, 0.03, -0.67, -0.43